257
Properties=species:S:1:pos:R:3 method="wB97M-V/def2-TZVPD" de_lowest_kcal_mol=0.0 charge=+6 orbital_gap_ev=9.031 e_homo_ev=-16.4 e_lumo_ev=-7.3 energy_ev=-104498.492
B -0.6873 0.1977 2.2916
F -1.3078 0.1834 1.0643
F -1.4961 -0.5225 3.1325
F 0.5805 -0.4226 2.1397
F -0.5911 1.4951 2.8158
C 13.9566 -6.5429 -2.3530
C 13.3227 -5.3255 -1.6256
C 12.0585 -4.7834 -2.2921
C 10.9089 -5.8568 -2.4698
N 9.5067 -5.1475 -2.6369
C 8.9112 -4.4411 -1.3213
C 7.3881 -4.4208 -1.4328
C 7.1212 -5.6031 -2.4179
C 8.4197 -6.2120 -2.8866
C 9.5351 -4.2879 -4.0022
C 10.1780 -5.0181 -5.2931
C 9.9068 -4.3156 -6.5379
H 13.2701 -7.3893 -2.3754
H 14.8896 -6.8514 -1.8814
H 14.1451 -6.0272 -3.2946
H 14.1398 -4.6093 -1.5385
H 13.1430 -5.5953 -0.5849
H 12.4688 -4.4426 -3.2427
H 11.8044 -3.8694 -1.7553
H 10.8115 -6.4177 -1.5402
H 11.0861 -6.6042 -3.2432
H 9.4076 -3.4907 -1.1258
H 9.1198 -5.1755 -0.5433
H 7.1122 -3.4555 -1.8573
H 6.9324 -4.5666 -0.4535
H 6.6254 -5.4701 -3.3795
H 6.7556 -6.4993 -1.9167
H 8.4109 -6.6207 -3.8970
H 8.7496 -7.0511 -2.2741
H 10.2419 -3.4924 -3.7660
H 8.4932 -4.0045 -4.1510
H 9.9017 -6.0656 -5.4133
H 11.2647 -5.0346 -5.2091
H 10.1634 -3.2586 -6.4665
H 8.8602 -4.4983 -6.7815
H 10.5051 -4.7215 -7.3536
C -16.3577 -4.1773 0.3921
C -15.7759 -2.7682 0.7162
C -14.3965 -2.6795 0.0853
C -13.8395 -1.2252 0.1182
N -12.3996 -1.0709 -0.4358
C -11.9558 0.4506 -0.2717
C -10.7546 0.4430 0.7646
C -10.2194 -1.0145 0.7183
C -11.3624 -1.8879 0.4561
C -12.2738 -1.5434 -1.9106
C -13.3189 -0.9978 -2.9855
C -14.5003 -2.0302 -3.2312
H -16.3188 -4.4431 -0.6643
H -17.3914 -4.2255 0.7345
H -15.7136 -4.9362 0.8364
H -15.9473 -2.6936 1.7901
H -16.3727 -2.0065 0.2144
H -14.5438 -3.0499 -0.9292
H -13.7624 -3.4807 0.4648
H -13.6958 -0.8158 1.1181
H -14.4292 -0.5563 -0.5086
H -11.5158 0.7184 -1.2323
H -12.6616 1.2306 0.0139
H -9.9346 1.1029 0.4812
H -10.9527 0.7642 1.7872
H -9.4394 -1.1340 -0.0336
H -9.6781 -1.2585 1.6324
H -11.1157 -2.8484 0.0037
H -11.7715 -2.2077 1.4145
H -12.3764 -2.6258 -1.8339
H -11.2275 -1.3344 -2.1339
H -12.8171 -0.7572 -3.9228
H -13.6671 0.0172 -2.7937
H -14.2322 -3.0783 -3.0982
H -14.8004 -2.0531 -4.2788
H -15.3650 -1.7736 -2.6192
C 12.0203 9.6255 -2.2300
C 10.9267 8.5821 -2.6143
C 10.8860 7.3431 -1.7921
C 9.5902 6.6133 -1.8414
N 9.7366 5.1006 -1.3705
C 8.4814 4.3504 -1.9892
C 7.5248 4.1362 -0.7699
C 7.9349 5.0221 0.3200
C 9.4227 4.9327 0.1233
C 11.0433 4.3913 -1.8623
C 11.2964 4.4987 -3.4121
C 12.5489 3.9360 -3.9984
H 12.5556 9.2725 -1.3486
H 11.6166 10.6004 -1.9565
H 12.6975 9.8372 -3.0575
H 11.2501 8.2549 -3.6024
H 9.9193 8.9956 -2.6639
H 10.9059 7.5421 -0.7206
H 11.7612 6.7436 -2.0430
H 9.3747 6.4919 -2.9029
H 8.6424 7.0708 -1.5576
H 8.7816 3.3814 -2.3879
H 8.0443 4.9677 -2.7741
H 7.5420 3.1076 -0.4098
H 6.4784 4.3334 -1.0032
H 7.6821 4.8106 1.3590
H 7.7323 6.0862 0.1984
H 9.9133 4.0014 0.4062
H 10.0358 5.7008 0.5948
H 11.0848 3.4247 -1.3603
H 11.9321 4.8722 -1.4538
H 11.1110 5.4776 -3.8544
H 10.4337 3.9691 -3.8163
H 13.4499 4.5472 -4.0501
H 12.2339 3.8889 -5.0408
H 12.7346 2.9444 -3.5855
C -1.7421 8.7267 1.2028
C -3.2400 8.7756 1.6150
C -3.5920 9.7841 2.7639
C -5.0346 9.5906 3.2639
N -5.5526 10.6799 4.1890
C -5.6447 12.0922 3.6171
C -6.8799 11.9984 2.6898
C -7.8744 10.9850 3.3754
C -7.0136 10.4986 4.6115
C -4.6907 10.7006 5.4372
C -4.6952 9.3874 6.2391
C -3.7378 9.5300 7.4515
H -1.5715 8.4408 0.1649
H -1.1542 8.1321 1.9021
H -1.3055 9.6983 1.4340
H -3.5830 7.7823 1.9045
H -3.8414 9.1136 0.7711
H -3.3901 10.8381 2.5734
H -2.9569 9.5609 3.6212
H -5.0041 8.5975 3.7121
H -5.7615 9.4599 2.4624
H -5.8021 12.7361 4.4823
H -4.7801 12.3829 3.0204
H -7.4112 12.9476 2.6208
H -6.6827 11.8208 1.6326
H -8.6947 11.4954 3.8801
H -8.1510 10.1512 2.7303
H -7.3042 11.0340 5.5153
H -7.0951 9.4490 4.8939
H -5.0180 11.5625 6.0187
H -3.7015 11.0171 5.1061
H -4.2525 8.6077 5.6193
H -5.7393 9.1713 6.4653
H -4.1252 10.1222 8.2805
H -2.8244 9.9680 7.0489
H -3.4976 8.5523 7.8692
C -4.5694 -14.2117 1.1423
C -4.3502 -12.8655 0.5312
C -3.9992 -11.6957 1.5612
C -4.0354 -10.2865 0.9633
N -3.7563 -9.0541 1.9045
C -2.4871 -9.1796 2.7465
C -2.9036 -8.6583 4.2035
C -4.3928 -8.1634 4.0506
C -4.8872 -8.9177 2.8764
C -3.7411 -7.7586 0.9980
C -2.6946 -7.7452 -0.0902
C -2.8802 -6.6612 -1.1691
H -4.4975 -15.0791 0.4862
H -5.5357 -14.2323 1.6462
H -3.8684 -14.4218 1.9501
H -5.2425 -12.5552 -0.0125
H -3.6350 -12.9320 -0.2886
H -3.1057 -12.0291 2.0889
H -4.7728 -11.7332 2.3281
H -5.0215 -10.0400 0.5697
H -3.2499 -10.2627 0.2079
H -1.7308 -8.6005 2.2167
H -2.2051 -10.2321 2.7760
H -2.2807 -7.9005 4.6786
H -2.9152 -9.4234 4.9798
H -4.4467 -7.0882 3.8796
H -5.1055 -8.3348 4.8573
H -5.7638 -8.5392 2.3505
H -5.2172 -9.8539 3.3267
H -3.9523 -6.8855 1.6154
H -4.7754 -7.7341 0.6551
H -2.4456 -8.6369 -0.6656
H -1.7114 -7.5178 0.3217
H -3.7524 -6.8387 -1.7983
H -2.0487 -6.5249 -1.8605
H -3.1717 -5.7172 -0.7086
C 2.4436 1.7617 -13.1585
C 1.3222 0.8713 -12.9736
C 0.9486 0.4777 -11.5768
C 0.5676 1.4979 -10.6080
N 0.2460 0.8325 -9.2223
C 1.5643 0.3147 -8.4369
C 1.4402 0.5572 -6.9155
C 0.1448 1.4503 -6.8699
C -0.1860 2.0056 -8.2561
C -0.9119 -0.1970 -9.1562
C -2.1875 0.3698 -9.8514
C -3.4127 -0.4499 -9.5280
H 2.1624 2.7577 -12.8165
H 2.7358 1.8902 -14.2007
H 3.2483 1.4334 -12.5005
H 1.4358 -0.0577 -13.5324
H 0.5464 1.3990 -13.5282
H 1.7972 -0.0123 -11.0994
H 0.0977 -0.1689 -11.7911
H -0.3450 1.9734 -10.9675
H 1.2816 2.3192 -10.5461
H 1.9111 -0.6311 -8.8531
H 2.3187 0.9802 -8.8566
H 1.1121 -0.3701 -6.4457
H 2.3969 0.8808 -6.5054
H -0.7573 0.9605 -6.5030
H 0.3319 2.1925 -6.0939
H -1.1547 2.4989 -8.3360
H 0.4426 2.8785 -8.4320
H -1.1926 -0.3273 -8.1110
H -0.4286 -1.1279 -9.4527
H -2.0585 0.4429 -10.9313
H -2.3994 1.3811 -9.5043
H -3.4163 -0.9757 -8.5732
H -3.5945 -1.2524 -10.2429
H -4.3088 0.1284 -9.7532
C -2.8379 -1.1072 10.0086
C -2.1332 0.2780 9.9848
C -0.7183 0.2883 9.2999
C 0.4140 0.0664 10.3415
N 1.8301 0.2766 9.7079
C 2.7572 0.4874 10.8692
C 4.0642 1.2098 10.3632
C 3.5407 2.0344 9.2155
C 2.0296 1.6370 9.0394
C 2.2584 -0.8662 8.7300
C 2.4831 -2.2966 9.3549
C 2.8475 -3.2465 8.2824
H -3.4761 -1.1375 10.8917
H -2.2769 -2.0402 10.0628
H -3.5449 -1.3107 9.2044
H -1.9697 0.6113 11.0097
H -2.6890 0.9665 9.3483
H -0.5870 1.3053 8.9304
H -0.6555 -0.2523 8.3555
H 0.4334 -0.9594 10.7096
H 0.1965 0.6555 11.2325
H 2.9323 -0.4470 11.4024
H 2.2345 1.1772 11.5318
H 4.7608 0.4713 9.9664
H 4.6323 1.9061 10.9801
H 4.1918 1.8091 8.3709
H 3.6955 3.1074 9.3283
H 1.5553 1.5428 8.0625
H 1.3709 2.3864 9.4782
H 3.1859 -0.6750 8.1904
H 1.6226 -0.7816 7.8487
H 1.6076 -2.6621 9.8917
H 3.2178 -2.2274 10.1571
H 2.0475 -3.6773 7.6802
H 3.3680 -4.0587 8.7898
H 3.5081 -2.9089 7.4838


150
Properties=species:S:1:pos:R:3 method="wB97M-V/def2-TZVPD" charge=+1 orbital_gap_ev="7.267 / 7.099" s_squared=0.755 e_homo_ev="-9.3 / -10.1" e_lumo_ev="-2.1 / -3.0" energy_ev=-130317.402 multiplicity=2
Ir -0.1545 0.7528 -0.3743
C 3.6502 3.8624 -3.9169
C 4.1184 2.6346 -3.4700
C 3.2256 1.6455 -3.0803
C 1.8524 1.8758 -3.1289
C 1.3906 3.1153 -3.5744
C 2.2836 4.0997 -3.9720
P 0.6451 0.6134 -2.5835
C 1.4944 -0.9441 -3.0373
C 2.0166 -1.7104 -2.0091
C 2.6783 -2.9063 -2.2499
C 2.8078 -3.3592 -3.5516
C 2.2951 -2.5998 -4.5970
C 1.6505 -1.3990 -4.3460
C -0.6633 0.8787 -3.8245
C -0.4480 0.8965 -5.2038
C -1.5245 1.0138 -6.0675
C -2.8148 1.1318 -5.5613
C -3.0149 1.1985 -4.1913
C -1.9341 1.0891 -3.3173
Si -1.9556 1.5424 -1.5226
C -1.6665 3.4233 -1.6686
C -2.2988 4.2503 -2.6106
C -1.9808 5.5934 -2.7214
C -1.0141 6.1542 -1.8900
C -0.3692 5.3601 -0.9604
C -0.6799 4.0028 -0.8734
P 0.0377 2.9067 0.3959
C 1.6999 3.5685 0.7408
C 2.2303 3.4745 2.0266
C 3.5314 3.8750 2.2914
C 4.3287 4.3567 1.2634
C 3.8180 4.4308 -0.0241
C 2.5127 4.0363 -0.2871
C -0.9778 3.4872 1.8233
C -2.3072 3.0745 1.8519
C -3.1854 3.5460 2.8133
C -2.7411 4.4437 3.7749
C -1.4256 4.8759 3.7489
C -0.5482 4.4083 2.7764
C -3.6594 1.2621 -0.7489
C -4.6061 2.2731 -0.9815
C -5.8448 2.2843 -0.3627
C -6.1813 1.2763 0.5306
C -5.2775 0.2586 0.7676
C -4.0295 0.2414 0.1327
P -3.0548 -1.2425 0.4895
C -4.1488 -2.5537 -0.0898
C -4.3651 -2.6500 -1.4668
C -5.1911 -3.6390 -1.9688
C -5.8227 -4.5261 -1.1039
C -5.6372 -4.4144 0.2639
C -4.7986 -3.4304 0.7736
C -2.8841 -1.3096 2.2833
C -2.6044 -2.5165 2.9321
C -2.3392 -2.5296 4.2906
C -2.3033 -1.3406 5.0087
C -2.5556 -0.1392 4.3687
C -2.8582 -0.1262 3.0132
H 4.3471 4.6289 -4.2310
H 5.1827 2.4384 -3.4390
H 3.6056 0.6809 -2.7663
H 0.3258 3.3126 -3.6272
H 1.9090 5.0513 -4.3270
H 1.9125 -1.3566 -0.9990
H 3.0831 -3.4720 -1.4198
H 3.3049 -4.2986 -3.7559
H 2.4017 -2.9413 -5.6184
H 1.2706 -0.8347 -5.1821
H 0.5540 0.8569 -5.6093
H -1.3575 1.0172 -7.1365
H -3.6576 1.2035 -6.2368
H -4.0179 1.3498 -3.8048
H -3.0307 3.8354 -3.2946
H -2.4824 6.2081 -3.4579
H -0.7623 7.2034 -1.9735
H 0.3834 5.7942 -0.3124
H 1.6248 3.0921 2.8346
H 3.9203 3.8093 3.2997
H 5.3450 4.6693 1.4653
H 4.4364 4.7917 -0.8358
H 2.1330 4.1008 -1.2977
H -2.6683 2.3874 1.1002
H -4.2172 3.2162 2.8066
H -3.4215 4.8152 4.5298
H -1.0759 5.5932 4.4798
H 0.4586 4.7961 2.7555
H -4.3592 3.0932 -1.6401
H -6.5429 3.0853 -0.5698
H -7.1420 1.2784 1.0285
H -5.5501 -0.5392 1.4497
H -3.8932 -1.9519 -2.1503
H -5.3475 -3.7158 -3.0363
H -6.4671 -5.2999 -1.5002
H -6.1440 -5.0909 0.9390
H -4.6753 -3.3408 1.8418
H -2.6070 -3.4491 2.3842
H -2.1407 -3.4687 4.7899
H -2.0746 -1.3562 6.0665
H -2.5247 0.7941 4.9165
H -3.0703 0.8144 2.5278
C 7.2853 -2.8435 0.3138
C 5.8639 -2.4493 0.6110
C 5.4089 -1.1585 0.3888
C 4.1012 -0.7715 0.6718
C 3.7225 0.6626 0.4647
C 3.2110 -1.7243 1.1756
Te 1.1437 -1.2957 1.4888
N -1.5957 -1.3218 -0.1583
C -1.3999 -2.0923 -1.3287
O -1.4069 -1.6319 -2.4588
C -1.1513 -3.5862 -1.1307
C -0.9786 -4.1513 0.1211
C -0.7840 -5.5205 0.2530
C -0.7615 -6.3213 -0.8812
C -0.9140 -5.7545 -2.1404
C -1.1062 -4.3851 -2.2637
C 1.2574 -1.4676 3.5938
C 0.6017 -2.5676 4.1334
C 0.6888 -2.8467 5.4883
C 1.4534 -2.0248 6.3022
C 2.1103 -0.9311 5.7604
C 2.0220 -0.6254 4.4033
C 2.7537 0.5597 3.8593
C 3.6396 -3.0456 1.3949
C 2.7479 -4.1461 1.9158
C 4.9643 -3.3729 1.1219
H 7.8978 -1.9718 0.0881
H 7.3332 -3.5193 -0.5419
H 7.7313 -3.3622 1.1629
H 6.0928 -0.4155 -0.0077
H 4.5823 1.2510 0.1488
H 3.3360 1.0928 1.3838
H 2.9439 0.7876 -0.2857
H -0.9581 -3.5064 0.9902
H -0.6422 -5.9591 1.2327
H -0.6208 -7.3903 -0.7838
H -0.8799 -6.3766 -3.0250
H -1.2216 -3.9213 -3.2344
H 0.0352 -3.2235 3.4842
H 0.1758 -3.7062 5.9010
H 1.5457 -2.2389 7.3590
H 2.7144 -0.2979 6.3997
H 2.9092 1.3086 4.6368
H 2.1906 1.0073 3.0470
H 3.7304 0.2719 3.4609
H 1.7403 -4.0878 1.5013
H 2.6577 -4.0988 3.0025
H 3.1642 -5.1191 1.6586
H 5.2944 -4.3905 1.3035


Q: What is the charge in the first record?
A: +6